[1]
A molecular structure, C8H13P, computed with the ωB97M-V functional and the def2-TZVPD basis.

Geometry as ORCA input:
```
! RIJCOSX wB97M-V def2-TZVPD def2/J DEFGRID3
* xyz 0 1
C -0.124 -3.571 -0.377
C -0.710 -2.373 -0.125
C -0.769 0.084 0.484
C -2.036 0.251 0.134
C -0.094 -1.137 0.249
C -2.727 1.659 0.418
C 1.969 1.766 -0.575
C 2.926 0.726 0.101
P 2.240 -1.132 0.475
H -0.795 -4.369 -0.687
H 0.947 -3.696 -0.401
H -1.810 -2.407 -0.042
H -0.406 0.818 1.201
H -2.642 -0.424 -0.442
H -2.381 1.973 1.472
H -2.244 2.379 -0.260
H -3.780 1.766 0.283
H 2.505 2.681 -0.697
H 1.744 1.391 -1.588
H 1.047 1.955 0.017
H 3.462 1.115 1.056
H 3.679 0.545 -0.697
*
```

Computed properties:
- E (eV) = -17790.1352
- gap between HOMO and LUMO (alpha / beta) (eV) = 6.45 / 7.93
- HOMO (alpha / beta) (eV) = -7.2 / -8.2
- E_LUMO (alpha / beta) (eV) = -0.743 / -0.302


[2]
A single C8H13P molecule, computed with the ωB97M-V functional and the def2-TZVPD basis.

Geometry as ORCA input:
```
! RIJCOSX wB97M-V def2-TZVPD def2/J DEFGRID3
* xyz 0 1
C 1.419 -1.244 -0.172
C 0.462 -0.414 0.734
C 0.985 0.910 1.171
C 1.101 1.871 0.290
C 0.582 1.628 -1.052
C -0.301 0.654 -1.252
C -0.790 -0.120 -0.115
C -1.513 -1.492 -0.717
P -2.010 0.850 1.027
H 2.503 -0.900 -0.004
H 1.185 -1.251 -1.216
H 1.314 -2.312 -0.043
H 0.153 -0.994 1.658
H 1.335 1.143 2.217
H 1.357 2.961 0.420
H 0.888 2.273 -1.832
H -0.494 0.559 -2.401
H -1.991 -1.404 -1.643
H -2.265 -1.842 -0.035
H -0.712 -2.298 -0.707
H -1.045 1.585 1.721
H -2.162 -0.162 1.951
*
```

Computed properties:
- E (eV) = -17792.6311
- gap between HOMO and LUMO (eV) = 9.19
- HOMO (eV) = -8.4
- E_LUMO (eV) = 0.807
- SMILES string = C[C@H]1C=CC=C[C@]1(C)P


[3]
A single C8H14 molecule, computed with the ωB97M-V functional and the def2-TZVPD basis.

Geometry as ORCA input:
```
! RIJCOSX wB97M-V def2-TZVPD def2/J DEFGRID3
* xyz 0 1
C -2.212 0.650 1.058
C -1.600 -0.157 0.120
C -1.943 -1.627 0.092
C -0.515 0.107 -0.857
C -0.536 -0.390 -2.062
C 0.546 0.840 -0.052
C 1.905 0.316 -0.259
C 2.732 0.779 0.969
H -2.077 1.629 1.333
H -2.903 0.152 1.638
H -1.942 -1.920 1.059
H -1.016 -2.296 -0.081
H -2.866 -2.026 -0.454
H -1.405 -0.902 -2.523
H 0.240 -0.358 -2.783
H 0.367 0.996 1.001
H 0.298 1.797 -0.554
H 2.386 0.591 -1.158
H 1.792 -0.857 -0.339
H 2.204 0.503 1.789
H 2.764 1.831 1.112
H 3.779 0.341 0.950
*
```

Computed properties:
- E (eV) = -8519.6379
- gap between HOMO and LUMO (eV) = 9.81
- HOMO (eV) = -8.8
- E_LUMO (eV) = 1.022
- SMILES string = C=C(C)C(=C)CCC


[4]
2 unconnected molecules or ions with the total composition C8H14, computed with the ωB97M-V functional and the def2-TZVPD basis.

Geometry as ORCA input:
```
! RIJCOSX wB97M-V def2-TZVPD def2/J DEFGRID3
* xyz 0 1
C 1.467 -0.997 -0.420
C 0.838 0.086 0.465
C -0.771 0.054 0.231
C -1.212 -1.310 0.624
C -1.183 -1.661 2.037
C -1.454 -2.236 -0.396
C 0.973 2.527 -0.667
C 0.628 3.405 -1.619
H 2.509 -0.887 -0.190
H 1.348 -0.712 -1.445
H 1.036 -1.973 -0.260
H 1.018 1.068 -0.122
H 0.879 -0.056 1.472
H -0.882 0.300 -0.828
H -1.155 0.659 1.067
H -1.276 -2.664 2.429
H -1.176 -0.760 2.609
H -1.668 -2.202 -1.476
H -1.896 -3.153 -0.067
H 0.737 2.952 0.371
H 1.141 4.286 -1.272
H 0.099 3.273 -2.544
*
```

Computed properties:
- E (eV) = -8512.9038
- gap between HOMO and LUMO (eV) = 3.46
- HOMO (eV) = -5.9
- E_LUMO (eV) = -2.416


[5]
A molecular structure, C8H14, computed with the ωB97M-V functional and the def2-TZVPD basis.

Geometry as ORCA input:
```
! RIJCOSX wB97M-V def2-TZVPD def2/J DEFGRID3
* xyz 0 1
C 2.770 0.663 -0.129
C 0.698 -2.145 0.290
C 1.650 1.103 0.324
C -0.019 -1.129 0.736
C -2.469 0.329 0.344
C -0.226 -0.013 -1.532
C -1.146 0.993 0.625
C -0.106 0.200 -0.004
H 3.677 1.213 0.065
H 2.952 -0.072 -0.836
H 1.031 -3.022 0.910
H 1.283 -2.037 -0.625
H 1.536 1.870 1.122
H -0.558 -1.025 1.593
H -3.325 0.896 0.375
H -2.668 -0.373 1.093
H -2.613 -0.110 -0.624
H -0.232 -1.085 -1.616
H 0.720 0.252 -1.933
H -0.989 0.411 -2.036
H -0.790 1.090 1.653
H -1.174 1.992 0.208
*
```

Computed properties:
- E (eV) = -8518.8422
- gap between HOMO and LUMO (eV) = 9.91
- HOMO (eV) = -8.9
- E_LUMO (eV) = 1.058


[6]
A single C8H14 molecule, computed with the ωB97M-V functional and the def2-TZVPD basis.

Geometry as ORCA input:
```
! RIJCOSX wB97M-V def2-TZVPD def2/J DEFGRID3
* xyz 0 1
C 0.028 1.421 -1.975
C 0.259 0.922 -0.771
C 1.635 0.387 -0.323
C 2.901 1.186 -0.559
C -0.761 0.920 0.362
C -1.020 -0.414 1.017
C -2.038 -1.222 0.794
C -2.206 -2.658 1.267
H -0.908 1.730 -2.410
H 0.868 1.561 -2.656
H 1.527 0.176 0.742
H 1.731 -0.647 -0.670
H 2.719 2.191 -0.935
H 3.452 1.313 0.381
H 3.613 0.631 -1.182
H -1.657 1.204 -0.188
H -0.394 1.647 1.092
H -0.159 -0.692 1.627
H -2.867 -0.813 0.234
H -1.868 -3.205 0.384
H -1.621 -2.855 2.152
H -3.234 -2.781 1.617
*
```

Computed properties:
- E (eV) = -8521.2724
- gap between HOMO and LUMO (eV) = 10.30
- HOMO (eV) = -9.2
- E_LUMO (eV) = 1.101
- SMILES string = C=C(CC)C/C=C/C


[7]
A single C8H14 molecule, computed with the ωB97M-V functional and the def2-TZVPD basis.

Geometry as ORCA input:
```
! RIJCOSX wB97M-V def2-TZVPD def2/J DEFGRID3
* xyz 0 1
C -0.623 0.882 1.572
C -0.386 1.081 0.264
C -1.102 2.191 -0.519
C -2.465 1.820 -0.960
C 0.282 0.072 -0.683
C 0.603 -1.248 -0.071
C 1.834 -1.629 0.307
C 2.198 -3.095 0.295
H 0.194 0.500 2.182
H -1.496 1.311 2.049
H -0.523 2.270 -1.463
H -1.075 3.167 -0.027
H -2.544 0.908 -1.593
H -2.983 2.605 -1.517
H -3.166 1.471 -0.203
H -0.331 -0.152 -1.553
H 1.186 0.617 -1.037
H -0.270 -1.807 0.240
H 2.626 -0.889 0.266
H 1.299 -3.688 0.536
H 2.820 -3.485 1.115
H 2.475 -3.394 -0.710
*
```

Computed properties:
- E (eV) = -8520.4835
- gap between HOMO and LUMO (eV) = 9.83
- HOMO (eV) = -8.7
- E_LUMO (eV) = 1.128
- SMILES string = C=C(CC)C/C=C/C


[8]
2 unconnected molecules or ions with the total composition C8H14, computed with the ωB97M-V functional and the def2-TZVPD basis.

Geometry as ORCA input:
```
! RIJCOSX wB97M-V def2-TZVPD def2/J DEFGRID3
* xyz 0 1
C -0.524 -2.866 2.121
C -0.892 -1.545 1.469
C 0.223 -0.486 1.429
C -0.126 0.683 0.531
C -0.010 -0.464 -1.572
C 0.090 0.738 -0.878
C 0.620 2.030 -1.342
C 0.513 2.655 -2.520
H 0.354 -3.350 1.631
H -0.287 -2.669 3.174
H -1.320 -3.596 2.208
H -1.360 -1.635 0.499
H -1.739 -1.146 2.103
H 0.460 -0.256 2.457
H 1.042 -1.033 0.958
H -0.072 1.713 0.969
H 1.863 1.574 1.334
H 0.576 -1.382 -1.483
H -0.877 -0.650 -2.244
H 1.105 2.567 -0.543
H 0.806 3.700 -2.711
H 0.377 2.106 -3.459
*
```

Computed properties:
- E (eV) = -8514.4968
- gap between HOMO and LUMO (eV) = 5.19
- HOMO (eV) = -7.1
- E_LUMO (eV) = -1.886


M
In order: 140.166, 140.166, 110.200, 110.200, 110.200, 110.200, 110.200, 110.200
Unit: g mol⁻¹
ΔE to the lowest compared entry with this formula, charge and spin
In order: 78.3, 20.7, 79.4, 234.7, 97.7, 41.7, 59.9, 197.9
Unit: kcal per mole